C4H12N2S | ωB97M-V with the def2-TZVPD basis set

The value obtained for the maximum force is 2.3 eV Å⁻¹. As for the LUMO energy: 0.0333 Ha. The calculation puts the relative energy (zero: lowest compared OMol25 entry of this formula, charge and spin) at 24.81 kcal/mol. The HOMO-LUMO gap comes out at 9.66 eV. The SMILES is CN[C@@H](CN)CS. Its spin multiplicity is 1.

Geometry as XYZ:
```
19
C4H12N2S | the OMol25 dataset | ωB97M-V with the def2-TZVPD basis set
C 2.11 -0.56 -0.51
N 1.39 -0.39 0.78
C -0.01 0.07 0.71
C -0.16 1.22 -0.27
N -1.51 1.81 -0.31
C -0.81 -1.19 0.39
S -2.62 -1.09 0.17
H 3.04 -1.13 -0.42
H 2.25 0.42 -0.96
H 1.45 -0.99 -1.33
H 1.99 0.27 1.25
H -0.16 0.54 1.71
H 0.54 1.98 0.13
H 0.09 0.97 -1.30
H -2.21 1.20 -0.71
H -1.52 2.65 -0.89
H -0.75 -1.94 1.19
H -0.40 -1.67 -0.50
H -2.72 -2.18 0.89
```

Löwdin atomic charge list, values in e, 5 entries: -0.128, -0.099, -0.415, -0.269, -0.020

C4H12N2S | ωB97M-V with the def2-TZVPD basis set

The value obtained for the maximum force is 3.1 eV Å⁻¹. As for the LUMO energy: 0.0324 Ha. The calculation puts the relative energy (zero: lowest compared OMol25 entry of this formula, charge and spin) at 39.62 kcal/mol. The HOMO-LUMO gap comes out at 10.13 eV. The SMILES is NCCNCCS. Its spin multiplicity is 1.

Geometry as XYZ:
```
19
C4H12N2S | the OMol25 dataset | ωB97M-V with the def2-TZVPD basis set
N -0.65 0.72 -3.05
C -0.12 -0.63 -2.46
C 0.44 -0.52 -1.05
N -0.47 -0.31 0.14
C 0.46 0.05 1.28
C -0.18 0.06 2.62
S 0.71 1.31 3.83
H -1.56 0.42 -3.38
H -0.69 1.43 -2.28
H -0.77 -1.58 -2.46
H 0.72 -0.81 -3.06
H 1.02 -1.38 -0.74
H 1.16 0.36 -1.11
H -0.84 -1.22 0.19
H 1.19 -0.77 1.23
H 0.87 1.05 1.13
H -0.13 -0.85 3.22
H -1.28 0.33 2.66
H 0.13 2.35 3.30
```

Löwdin atomic charge list, values in e, 5 entries: -0.009, -0.245, -0.266, -0.070, -0.322

C4H12N2S | ωB97M-V with the def2-TZVPD basis set

The value obtained for the maximum force is 1.5 eV Å⁻¹. As for the LUMO energy: 0.0371 Ha. The calculation puts the relative energy (zero: lowest compared OMol25 entry of this formula, charge and spin) at 13.82 kcal/mol. The HOMO-LUMO gap comes out at 9.61 eV. The SMILES is NCCNCCS. Its spin multiplicity is 1.

Geometry as XYZ:
```
19
C4H12N2S | the OMol25 dataset | ωB97M-V with the def2-TZVPD basis set
N -0.36 -2.77 1.64
C 0.37 -1.53 1.44
C -0.25 -0.71 0.35
N 0.34 0.63 0.26
C -0.42 1.61 -0.50
C 0.35 2.21 -1.68
S 0.00 1.43 -3.29
H 0.20 -3.60 1.69
H -1.11 -2.74 2.31
H 0.50 -0.98 2.38
H 1.41 -1.81 1.25
H -1.32 -0.63 0.55
H -0.13 -1.21 -0.61
H 0.66 0.95 1.16
H -0.77 2.40 0.18
H -1.31 1.13 -0.90
H 0.09 3.26 -1.80
H 1.42 2.17 -1.51
H 0.32 0.18 -2.93
```

Löwdin atomic charge list, values in e, 5 entries: -0.008, -0.303, -0.246, -0.087, -0.304